{
  "formula": "C6H9O2",
  "method": "ωB97M-V/def2-TZVPD",
  "largest_force_ev_per_a": 1.21,
  "homo_energy_ha": -0.14023,
  "smiles": "C/C=C/CCC(=O)[O-]",
  "multiplicity": 1,
  "total_charge": -1,
  "e_lumo_ev": 3.84,
  "orbital_gap_ev": 7.660,
  "elements": ["O", "C", "O", "C", "C", "C", "C", "C", "H", "H", "H", "H", "H", "H", "H", "H", "H"],
  "xyz": [[1.046, 1.906, -0.207], [2.036, 1.301, -0.680], [3.141, 1.803, -1.018], [1.967, -0.229, -0.837], [0.836, -0.995, -0.101], [-0.508, -0.343, -0.070], [-1.375, -0.307, 0.926], [-2.744, 0.306, 0.835], [2.919, -0.534, -0.403], [1.934, -0.430, -1.907], [0.854, -1.961, -0.617], [1.148, -1.163, 0.933], [-0.805, 0.071, -1.033], [-1.061, -0.689, 1.891], [-2.745, 1.306, 0.407], [-3.324, 0.269, 1.754], [-3.317, -0.311, 0.126]],
  "lowdin_charge": [-0.072, -0.753, -0.115, -0.145, -0.208, -0.160, -0.196, -0.128, 0.095, 0.098, 0.095, 0.102, 0.116, 0.088, 0.069, 0.052, 0.062]
}


{
  "formula": "C3H10N2S",
  "method": "ωB97M-V/def2-TZVPD",
  "s2": 0.7537,
  "largest_force_ev_per_a": 5.85,
  "homo_energy_ha": [-0.48303, -0.48270],
  "multiplicity": 2,
  "total_charge": 1,
  "e_lumo_ev": [-4.04, -8.64],
  "orbital_gap_ev": [9.109, 4.490],
  "elements": ["C", "S", "C", "H", "H", "H", "H", "H", "H", "N", "C", "N", "H", "H", "H", "H"],
  "xyz": [[-2.022, 1.626, -0.486], [-1.609, -0.297, -0.475], [-0.940, -0.642, 1.278], [-2.660, 1.753, 0.485], [-1.060, 2.152, -0.317], [-2.569, 1.920, -1.414], [-1.797, -0.519, 1.991], [-0.091, -0.043, 1.637], [-0.606, -1.694, 1.251], [2.102, -1.391, -0.250], [2.205, 0.030, -0.373], [2.280, 0.885, 0.603], [1.260, -1.785, -0.726], [1.967, -1.567, 0.742], [2.271, 0.385, -1.274], [2.882, 1.607, 0.239]],
  "lowdin_charge": [-0.218, 1.038, -0.278, 0.096, 0.059, 0.065, 0.079, 0.048, 0.046, 0.082, -0.339, 0.071, 0.084, 0.074, 0.052, 0.042]
}


{
  "formula": "C6H14O2",
  "method": "ωB97M-V/def2-TZVPD",
  "largest_force_ev_per_a": 1.53,
  "homo_energy_ha": -0.34792,
  "smiles": "C=CC(=C)CC.O.O",
  "multiplicity": 1,
  "e_lumo_ev": 0.57,
  "orbital_gap_ev": 10.037,
  "elements": ["C", "C", "C", "C", "C", "C", "H", "H", "H", "H", "H", "H", "H", "H", "H", "H", "H", "H", "O", "H", "H", "O"],
  "xyz": [[-0.077, -3.516, -0.812], [0.424, -2.642, 0.359], [0.474, -1.161, 0.079], [-0.498, -0.491, -0.525], [1.811, 0.478, 1.389], [1.736, -0.498, 0.502], [-0.436, -4.491, -0.484], [0.719, -3.631, -1.520], [-0.911, -3.033, -1.319], [1.439, -2.973, 0.587], [-0.184, -2.860, 1.241], [-0.660, 0.577, -0.588], [-1.402, -1.027, -0.816], [2.716, 0.983, 1.704], [0.916, 0.826, 1.895], [2.594, -0.751, -0.103], [-4.446, 1.739, 1.747], [-3.026, 1.876, 1.337], [-3.891, 2.265, 1.159], [0.264, 6.573, -2.035], [1.259, 5.398, -1.955], [1.180, 6.359, -1.840]],
  "lowdin_charge": [-0.095, -0.212, -0.339, 0.051, 0.011, -0.160, 0.070, 0.065, 0.055, 0.102, 0.115, 0.064, 0.059, 0.054, 0.060, 0.106, 0.034, 0.026, -0.063, 0.028, 0.039, -0.067]
}


{
  "formula": "C5H12NO",
  "method": "ωB97M-V/def2-TZVPD",
  "largest_force_ev_per_a": 5.09,
  "homo_energy_ha": -0.54044,
  "smiles": "C=[NH+]CCCCO",
  "multiplicity": 1,
  "total_charge": 1,
  "e_lumo_ev": -4.77,
  "orbital_gap_ev": 9.934,
  "elements": ["C", "O", "C", "C", "C", "C", "N", "H", "H", "H", "H", "H", "H", "H", "H", "H", "H", "H", "H"],
  "xyz": [[1.683, 0.033, 0.764], [0.791, -0.354, 1.756], [1.067, 0.946, -0.240], [0.154, 0.192, -1.356], [-0.671, -0.964, -0.860], [-2.388, 0.139, 0.400], [-1.318, -0.424, 0.432], [2.596, 0.497, 1.220], [2.097, -0.868, 0.147], [1.134, -0.866, 2.558], [1.831, 1.501, -0.889], [0.611, 1.959, 0.151], [-0.476, 1.061, -1.774], [0.904, -0.208, -2.118], [-1.445, -1.103, -1.669], [-0.128, -1.861, -0.608], [-2.568, 1.069, 0.911], [-3.196, -0.349, -0.068], [-0.679, -0.400, 1.241]],
  "lowdin_charge": [-0.292, -0.095, -0.189, -0.173, -0.100, 0.123, 0.055, 0.141, 0.157, 0.179, 0.137, 0.149, 0.141, 0.143, 0.150, 0.123, 0.131, 0.117, 0.103]
}


{
  "formula": "C5H11NO",
  "method": "ωB97M-V/def2-TZVPD",
  "largest_force_ev_per_a": 1.82,
  "homo_energy_ha": -0.32015,
  "multiplicity": 1,
  "e_lumo_ev": 0.62,
  "orbital_gap_ev": 9.335,
  "elements": ["C", "C", "N", "C", "C", "O", "C", "H", "H", "H", "H", "H", "H", "H", "H", "H", "H", "H"],
  "xyz": [[-2.216, 0.363, -0.243], [-1.331, -0.824, 0.120], [-0.015, -0.572, 0.696], [0.263, 0.605, 1.206], [1.071, 0.258, -0.639], [0.421, 0.400, -1.658], [2.350, -0.525, -0.453], [-3.148, -0.011, -0.678], [-1.714, 0.983, -0.989], [-2.487, 0.980, 0.621], [-1.171, -1.433, -0.776], [-1.850, -1.470, 0.839], [-0.440, 1.435, 1.230], [1.103, 0.695, 1.901], [1.160, 1.234, 0.121], [2.331, -1.377, -1.130], [2.498, -0.874, 0.569], [3.175, 0.131, -0.740]],
  "lowdin_charge": [-0.104, -0.266, -0.081, -0.096, -0.490, 0.007, -0.021, 0.076, 0.066, 0.065, 0.113, 0.111, 0.108, 0.112, 0.143, 0.089, 0.081, 0.087]
}